{
  "formula": "C53H99NO11S",
  "method": "ωB97M-V with the def2-TZVPD basis set",
  "species": ["C", "C", "C", "C", "C", "C", "C", "C", "C", "C", "N", "C", "C", "C", "O", "S", "O", "O", "C", "C", "C", "C", "O", "C", "C", "C", "C", "O", "C", "C", "C", "C", "C", "C", "C", "C", "H", "H", "H", "H", "H", "H", "H", "H", "H", "H", "H", "H", "H", "H", "H", "H", "H", "H", "H", "H", "H", "H", "H", "H", "H", "H", "H", "H", "H", "H", "H", "H", "H", "H", "H", "H", "H", "H", "H", "H", "H", "H", "H", "H", "H", "H", "H", "H", "H", "H", "H", "C", "C", "C", "O", "C", "H", "H", "H", "H", "H", "H", "H", "H", "C", "C", "C", "O", "C", "H", "H", "H", "H", "H", "H", "H", "H", "C", "C", "C", "O", "C", "H", "H", "H", "H", "H", "H", "H", "H", "C", "C", "C", "O", "C", "H", "H", "H", "H", "H", "H", "H", "H", "C", "C", "C", "O", "C", "H", "H", "H", "H", "H", "H", "H", "H", "C", "C", "C", "O", "C", "H", "H", "H", "H", "H", "H", "H", "H"],
  "coordinates": [[5.985, -0.860, -0.371], [6.782, -1.279, -1.767], [7.079, -2.886, -1.904], [6.141, -3.644, -3.051], [6.647, -3.384, -4.592], [5.975, -2.081, -5.329], [4.331, -2.201, -5.540], [3.590, -1.188, -4.449], [1.958, -1.174, -4.553], [1.205, -0.472, -3.229], [2.291, 0.303, -2.539], [2.505, 1.695, -3.079], [4.067, 2.106, -2.639], [3.944, 3.272, -1.447], [0.289, 0.497, -3.826], [-0.923, 1.076, -2.817], [-2.284, 0.914, -3.602], [-0.764, 2.642, -2.682], [-0.966, 0.414, -1.076], [-2.502, 0.280, -0.432], [-2.791, 1.724, 0.360], [-2.049, 1.783, 1.848], [-2.525, 2.971, 2.621], [-0.150, -0.974, -0.868], [0.470, -1.639, -2.278], [1.660, -2.610, -1.671], [2.119, -3.886, -2.549], [3.020, -4.709, -1.674], [-0.677, -2.395, -3.158], [-2.064, -2.800, -2.394], [-3.496, -2.108, -2.918], [-4.974, -2.475, -2.226], [-5.110, -3.554, -0.981], [-3.716, -4.249, -0.464], [-2.244, -3.887, -1.173], [-0.955, -4.698, -0.575], [6.033, 0.329, -0.324], [4.867, -1.199, -0.477], [6.507, -1.251, 0.601], [7.839, -0.747, -1.694], [6.141, -0.825, -2.646], [6.787, -3.416, -0.876], [8.236, -3.132, -2.047], [4.998, -3.440, -2.903], [6.292, -4.807, -2.846], [6.494, -4.396, -5.181], [7.824, -3.199, -4.560], [6.454, -2.035, -6.421], [6.298, -1.072, -4.806], [4.031, -3.335, -5.380], [4.131, -1.861, -6.660], [3.886, -1.627, -3.380], [4.092, -0.134, -4.595], [1.692, -0.549, -5.535], [1.597, -2.266, -4.757], [2.259, 0.270, -1.503], [2.523, 1.757, -4.271], [1.833, 2.530, -2.594], [4.674, 2.539, -3.569], [4.621, 1.200, -2.138], [3.100, 4.072, -1.712], [4.967, 3.800, -1.226], [3.519, 2.680, -0.502], [-0.440, 1.240, -0.392], [-3.328, 0.113, -1.242], [-2.465, -0.533, 0.413], [-2.271, 2.578, -0.281], [-3.930, 1.975, 0.452], [-2.198, 0.788, 2.468], [-0.893, 1.978, 1.659], [-1.707, 3.480, 2.938], [0.818, -0.714, -0.219], [-0.706, -1.792, -0.202], [1.269, -3.029, -0.623], [2.652, -2.015, -1.377], [2.754, -3.667, -3.512], [1.268, -4.631, -2.882], [3.030, -5.608, -2.118], [-1.023, -1.709, -4.075], [-0.317, -3.392, -3.706], [-3.556, -1.343, -3.813], [-5.995, -1.999, -2.611], [-6.121, -3.867, -0.464], [-3.765, -5.048, 0.399], [-1.379, -5.647, 0.014], [-0.466, -4.017, 0.246], [-0.214, -5.127, -1.370], [-7.865, 3.193, 1.914], [-6.479, 3.005, 2.474], [-6.458, 1.523, 2.778], [-7.322, 0.890, 1.824], [-8.073, 1.906, 1.145], [-7.970, 4.084, 1.290], [-8.590, 3.260, 2.734], [-5.733, 3.239, 1.705], [-6.271, 3.623, 3.351], [-6.855, 1.317, 3.778], [-5.454, 1.094, 2.706], [-7.681, 1.986, 0.126], [-9.125, 1.614, 1.092], [3.267, -5.857, 2.593], [2.016, -6.194, 3.362], [1.447, -4.823, 3.657], [1.841, -3.967, 2.577], [2.832, -4.648, 1.794], [3.631, -6.674, 1.965], [4.066, -5.577, 3.289], [1.326, -6.754, 2.720], [2.199, -6.783, 4.263], [1.865, -4.410, 4.581], [0.356, -4.832, 3.741], [2.364, -4.944, 0.849], [3.660, -3.968, 1.576], [-7.167, 4.529, 8.288], [-7.754, 3.267, 7.710], [-7.832, 3.601, 6.236], [-6.756, 4.507, 5.957], [-6.204, 4.957, 7.202], [-6.680, 4.384, 9.256], [-7.953, 5.283, 8.409], [-7.063, 2.431, 7.868], [-8.722, 2.997, 8.138], [-8.770, 4.111, 5.993], [-7.742, 2.715, 5.601], [-5.227, 4.478, 7.327], [-6.060, 6.040, 7.171], [3.889, 8.101, -3.993], [2.901, 8.681, -3.015], [2.703, 7.534, -2.047], [3.934, 6.799, -2.017], [4.763, 7.253, -3.095], [4.453, 8.856, -4.548], [3.366, 7.464, -4.716], [3.350, 9.535, -2.495], [1.968, 9.014, -3.478], [1.916, 6.855, -2.392], [2.453, 7.875, -1.039], [5.579, 7.844, -2.664], [5.193, 6.394, -3.618], [-9.669, 8.239, 2.217], [-8.283, 8.052, 2.777], [-8.262, 6.569, 3.081], [-9.126, 5.937, 2.128], [-9.877, 6.953, 1.448], [-9.774, 9.131, 1.594], [-10.394, 8.306, 3.037], [-7.537, 8.286, 2.008], [-8.075, 8.670, 3.654], [-8.659, 6.363, 4.081], [-7.258, 6.141, 3.009], [-9.485, 7.033, 0.429], [-10.929, 6.661, 1.396], [8.054, -8.154, 1.794], [7.723, -9.418, 2.545], [6.377, -9.083, 3.150], [5.731, -8.172, 2.250], [6.695, -7.720, 1.289], [8.781, -8.298, 0.991], [8.452, -7.404, 2.488], [7.619, -10.251, 1.840], [8.470, -9.694, 3.293], [6.489, -8.577, 4.115], [5.749, -9.968, 3.291], [6.459, -8.195, 0.331], [6.618, -6.636, 1.170]],
  "lumo_ev": 0.38,
  "gap_ev": 8.5,
  "total_energy_ev": -91391.3866,
  "spin_multiplicity": 1,
  "smiles": "CCCCCCCCC[C@@]1(NCCC)OS(=O)(=O)[C@@H](CCCO)C[C@@]1(CCO)Cc1ccccc1C.C1CCOC1.C1CCOC1.C1CCOC1.C1CCOC1.C1CCOC1.C1CCOC1"
}

=====

{
  "formula": "C6H8S",
  "method": "ωB97M-V with the def2-TZVPD basis set",
  "species": ["C", "C", "C", "C", "C", "C", "S", "H", "H", "H", "H", "H", "H", "H", "H"],
  "coordinates": [[0.722, -1.232, -0.509], [-0.511, -1.528, -0.085], [0.749, 1.364, -0.631], [1.406, 0.037, -0.211], [-1.383, -0.630, 0.639], [0.810, 0.966, 0.762], [-2.382, 0.482, -0.258], [1.296, -1.972, -1.050], [-0.875, -2.541, -0.229], [1.344, 2.193, -1.002], [-0.190, 1.255, -1.165], [2.490, -0.039, -0.280], [-1.789, -0.934, 1.591], [1.207, 1.452, 1.628], [-2.893, 1.125, 0.798]],
  "lumo_ev": [0.84, -0.68],
  "gap_ev": [7.4, 8.3],
  "de_lowest_ev": 2.918,
  "total_energy_ev": -17181.2815,
  "spin_multiplicity": 3
}

=====

{
  "formula": "C14H20N2O3S",
  "method": "ωB97M-V with the def2-TZVPD basis set",
  "species": ["C", "H", "H", "H", "S", "O", "O", "N", "C", "C", "H", "H", "C", "C", "O", "N", "H", "C", "C", "C", "C", "C", "C", "C", "H", "H", "H", "H", "H", "H", "H", "C", "C", "H", "H", "H", "H", "H", "H", "H"],
  "coordinates": [[-4.062, -0.544, -2.030], [-3.358, -1.351, -2.180], [-3.689, 0.391, -2.424], [-5.021, -0.788, -2.468], [-4.330, -0.343, -0.243], [-4.756, -1.604, 0.287], [-5.167, 0.802, -0.047], [-2.856, 0.002, 0.420], [-2.293, 1.291, 0.098], [-1.276, 1.666, 1.172], [-1.789, 1.739, 2.132], [-0.832, 2.635, 0.937], [-0.180, 0.592, 1.284], [0.711, 0.623, 0.045], [0.363, 0.241, -1.056], [1.934, 1.154, 0.263], [2.215, 1.415, 1.194], [2.950, 1.224, -0.768], [4.130, 0.348, -0.441], [3.927, -0.986, -0.106], [4.999, -1.801, 0.207], [6.287, -1.293, 0.186], [6.498, 0.033, -0.150], [5.424, 0.851, -0.457], [5.592, 1.886, -0.718], [7.500, 0.434, -0.170], [7.124, -1.930, 0.429], [4.830, -2.836, 0.466], [2.921, -1.381, -0.100], [2.467, 0.884, -1.690], [3.270, 2.263, -0.898], [-0.831, -0.784, 1.488], [-1.885, -1.067, 0.420], [-2.426, -1.987, 0.643], [-1.393, -1.154, -0.557], [-0.071, -1.566, 1.464], [-1.311, -0.795, 2.468], [0.438, 0.815, 2.161], [-3.119, 2.003, 0.078], [-1.798, 1.272, -0.883]],
  "lumo_ev": 0.60,
  "gap_ev": 9.9,
  "de_lowest_ev": 0.828,
  "total_energy_ev": -34801.1033,
  "spin_multiplicity": 1,
  "smiles": "CS(=O)(=O)N1CCC(C(=O)NCc2ccccc2)CC1"
}